1.
The following is a DFT calculation (the ωB97M-V functional and the def2-TZVPD basis) of 8 unconnected molecules or ions with the total composition C6H26ClO11 at a distorted geometry.

For the HOMO energy, the calculation gives -7.2567 eV. For the LUMO energy, the calculation gives 0.097 Eh. The total charge is -1. As for the multiplicity: 1. Its total energy is -1531.84324 a.u.

Element x y z (Å)
Cl -14.079 -15.869 -23.738
O -13.591 -14.601 -23.426
O -12.919 -16.580 -24.201
O -14.508 -16.629 -22.603
O -15.098 -15.893 -24.737
O -12.668 -15.776 -20.501
H -12.670 -16.163 -21.377
H -13.130 -14.945 -20.604
O -16.827 -17.792 -26.679
H -17.742 -17.535 -26.563
H -16.443 -17.713 -25.806
O -12.709 -11.814 -23.758
H -12.945 -12.722 -23.569
H -12.865 -11.350 -22.935
O -14.260 -17.929 -19.600
H -14.048 -17.091 -20.011
H -14.724 -18.419 -20.279
O -13.232 -16.543 -27.450
H -13.064 -16.505 -26.509
H -14.062 -16.080 -27.565
C -19.777 -15.444 -23.337
C -19.739 -16.898 -23.709
C -18.491 -17.610 -23.346
O -20.809 -17.428 -23.027
H -19.082 -14.856 -23.937
H -19.525 -15.280 -22.289
H -20.748 -15.050 -23.637
H -19.884 -16.875 -24.790
H -18.478 -18.547 -23.903
H -18.421 -17.862 -22.288
H -17.577 -17.123 -23.685
H -20.647 -17.765 -22.143
C -12.730 -21.007 -23.021
C -11.819 -19.791 -22.667
C -10.794 -20.039 -21.545
O -11.157 -19.335 -23.799
H -13.381 -20.753 -23.857
H -13.315 -21.512 -22.252
H -11.946 -21.706 -23.314
H -12.441 -18.979 -22.293
H -10.055 -20.786 -21.835
H -11.290 -20.452 -20.666
H -10.279 -19.100 -21.344
H -11.122 -18.376 -23.817

Force components x, y, z for each atom (eV/Å):
Cl 1.40 -4.12 -0.94
O -0.54 3.38 1.20
O 0.88 -0.78 -1.35
O -1.17 0.58 1.34
O -0.66 0.78 -0.31
O 0.25 0.05 0.63
H -0.10 -0.11 -0.44
H -0.10 0.21 -0.21
O -0.10 -0.19 -0.35
H -0.20 0.08 0.03
H 0.37 0.20 0.29
O 0.18 0.46 -0.12
H -0.16 -0.54 -0.08
H -0.03 0.10 0.14
O -0.30 -0.59 0.45
H 0.41 0.50 -0.18
H -0.10 -0.07 -0.20
O 0.22 -0.04 -0.51
H 0.04 -0.05 0.55
H -0.25 0.03 0.09
C 0.81 1.21 -0.70
C 0.75 1.82 0.86
C 1.17 -1.00 -0.85
O -2.77 -1.70 -0.23
H 0.40 0.00 0.03
H -0.31 0.05 0.07
H -0.20 -0.02 0.56
H -0.44 -0.82 -0.12
H -0.06 -0.37 0.19
H 0.03 0.30 0.09
H 0.00 0.40 0.30
H 0.68 0.15 -0.20
C 1.64 0.41 -0.32
C -1.17 0.38 1.87
C -0.45 -0.63 -0.44
O 0.56 -0.40 -1.27
H 0.17 -0.06 -0.03
H 0.16 0.57 0.40
H -0.40 -0.62 -0.57
H -0.36 0.10 0.03
H 0.12 -0.01 -0.27
H -0.02 0.36 0.24
H -0.05 -0.10 0.27
H -0.32 0.08 0.04

Here is what Mulliken gives for the atomic charges, in e:
1. Cl 1.629
2. O -0.735
3. O -0.681
4. O -0.696
5. O -0.681
6. O -0.698
7. H 0.310
8. H 0.338
9. O -0.630
10. H 0.309
11. H 0.325
12. O -0.633
13. H 0.478
14. H 0.298
15. O -0.647
16. H 0.398
17. H 0.296
18. O -0.665
19. H 0.350
20. H 0.306
21. C -1.324
22. C 0.692
23. C -0.941
24. O -0.567
25. H 0.349
26. H 0.309
27. H 0.341
28. H 0.101
29. H 0.335
30. H 0.428
31. H -0.042
32. H 0.324
33. C -1.382
34. C 1.096
35. C -1.321
36. O -0.606
37. H 0.302
38. H 0.340
39. H 0.329
40. H -0.078
41. H 0.329
42. H 0.348
43. H 0.314
44. H 0.354

2.
The following is a DFT calculation (the ωB97M-V functional and the def2-TZVPD basis) of a molecular structure, C6H7N at a distorted geometry.

For the HOMO energy, the calculation gives -9.2711 eV. The calculation puts the energy above the lowest of the compared OMol25 structures with the same formula, charge and spin at 60.4 kcal per mole. For the LUMO energy, the calculation gives 0.023 Eh. The total charge is 0. As for the multiplicity: 1. Its total energy is -287.49094 a.u.

Element x y z (Å)
N -3.089 0.126 -0.746
C -2.071 -0.249 -0.360
C -0.780 -0.749 0.160
C -0.314 -0.125 1.456
C 0.965 0.254 1.323
C 1.426 -0.050 -0.037
C 0.427 -0.608 -0.736
H -0.900 -1.826 0.333
H 0.210 1.934 -1.522
H -0.885 -0.213 2.370
H 1.607 0.656 2.102
H 2.431 0.167 -0.386
H 0.531 1.705 -2.221
H 0.443 -1.022 -1.736

Force components x, y, z for each atom (eV/Å):
N 0.48 -0.17 0.15
C 0.08 0.10 -0.02
C 0.00 -0.11 0.04
C 0.18 -0.27 0.16
C -0.15 -0.10 0.04
C -0.12 -0.07 -0.11
C 0.18 -0.18 0.11
H -0.12 -0.02 0.07
H 0.72 -0.38 -1.79
H -0.08 0.38 -0.09
H -0.21 -0.06 -0.11
H -0.19 -0.14 -0.05
H -0.82 0.74 1.57
H 0.04 0.30 0.03

Here is what Mulliken gives for the atomic charges, in e:
1. N -0.418
2. C 0.140
3. C 0.490
4. C -0.764
5. C -0.256
6. C -0.313
7. C -0.845
8. H 0.317
9. H -0.055
10. H 0.378
11. H 0.432
12. H 0.417
13. H 0.073
14. H 0.404

3.
The following is a DFT calculation (the ωB97M-V functional and the def2-TZVPD basis) of a molecular structure, C25H19BrFIN7O6S2V at a distorted geometry.

For the HOMO energy (alpha / beta), the calculation gives -3.5308 / -5.2638 eV. The calculation puts the energy above the lowest of the compared OMol25 structures with the same formula, charge and spin at 13.8 kcal per mole. For the LUMO energy (alpha / beta), the calculation gives 0.081 / 0.078 Eh. The total charge is -1. As for the multiplicity: 4. Its total energy is -6511.03831 a.u.

Element x y z (Å)
V 0.310 0.394 -1.137
C 3.650 -3.191 1.791
S 3.450 -3.121 0.004
C 2.290 -1.790 -0.183
S 2.042 -1.283 -1.838
N 1.748 -1.321 0.883
N 0.854 -0.270 0.606
C 0.284 0.305 1.667
C -0.552 1.419 1.400
C -1.234 2.176 2.376
C -1.958 3.270 1.996
C -2.009 3.641 0.634
C -1.345 2.857 -0.271
N -0.647 1.763 0.074
H 4.013 -4.192 2.030
H 4.364 -2.443 2.134
H 2.686 -3.018 2.265
H 0.492 -0.066 2.662
H -1.162 1.876 3.415
H -2.487 3.855 2.738
H -2.559 4.511 0.303
H -1.352 3.094 -1.329
Br -0.124 -4.035 2.018
C -0.455 -4.039 0.131
C -0.187 -5.208 -0.571
C -0.476 -5.210 -1.920
C -0.993 -4.062 -2.506
C -1.170 -2.950 -1.710
N -0.911 -2.937 -0.401
C -1.577 -1.639 -2.365
O -2.286 -1.622 -3.344
O -1.059 -0.597 -1.779
H 0.236 -6.066 -0.071
H -0.285 -6.096 -2.514
H -1.231 -4.001 -3.558
I -3.058 -1.339 2.454
C -4.022 -0.384 0.855
C -5.416 -0.401 0.801
C -6.014 0.164 -0.312
C -5.215 0.714 -1.304
C -3.844 0.698 -1.126
N -3.249 0.160 -0.056
H -5.994 -0.848 1.596
H -7.094 0.164 -0.407
H -5.643 1.140 -2.202
H -3.177 1.114 -1.873
F 3.799 0.019 2.237
C 3.501 1.139 1.567
C 3.715 1.252 0.261
N 3.479 2.427 -0.429
C 3.607 2.457 -1.881
C 2.349 2.089 -2.621
O 2.356 2.104 -3.830
O 1.345 1.799 -1.837
C 2.871 3.502 0.180
O 2.598 4.532 -0.400
N 2.633 3.330 1.534
C 2.905 2.224 2.331
O 2.669 2.220 3.521
H 4.110 0.423 -0.314
H 4.380 1.748 -2.172
H 3.895 3.457 -2.191
H 2.154 4.096 1.986

Force components x, y, z for each atom (eV/Å):
V 1.70 -0.30 0.28
C 0.01 -0.02 0.13
S -0.11 0.11 -0.13
C 0.12 -0.19 -0.25
S 0.02 -0.06 0.43
N -0.69 0.64 -0.31
N 0.41 -0.45 0.47
C -0.07 0.09 -0.08
C 0.17 -0.07 -0.15
C 0.11 -0.11 0.10
C -0.10 0.14 -0.07
C -0.08 0.00 0.22
C 0.21 -0.28 -0.02
N -0.39 0.35 0.42
H 0.00 0.04 -0.01
H -0.06 -0.04 -0.01
H 0.07 -0.05 0.00
H -0.04 0.03 0.02
H -0.01 0.01 -0.03
H 0.03 -0.01 -0.02
H 0.02 -0.01 0.02
H 0.03 -0.01 -0.01
Br -0.05 -0.02 -0.14
C 0.01 -0.01 0.03
C 0.03 -0.06 0.14
C -0.03 0.02 -0.15
C 0.00 -0.25 -0.03
C 0.01 0.37 -0.14
N 0.04 -0.03 0.20
C 0.69 0.15 0.76
O -0.24 0.00 -0.27
O -1.78 -0.66 -1.23
H -0.02 0.02 0.00
H 0.00 0.02 0.01
H 0.00 -0.01 0.01
I -0.02 0.01 0.05
C -0.13 0.07 -0.09
C 0.09 0.00 -0.03
C -0.01 -0.02 0.03
C -0.02 0.00 0.02
C 0.17 -0.01 0.05
N -0.33 -0.05 0.09
H 0.01 -0.01 -0.02
H 0.03 0.00 0.01
H 0.01 0.01 0.03
H 0.00 -0.05 0.01
F 0.10 0.16 0.03
C -0.07 0.07 0.43
C 0.26 0.09 -0.45
N -0.01 -0.19 0.02
C 0.47 0.10 0.46
C -0.87 -0.41 0.28
O -0.10 0.02 -0.14
O 0.32 0.78 -0.92
C 0.11 -0.01 -0.04
O -0.06 -0.01 0.05
N -0.09 0.03 -0.02
C 0.07 -0.06 -0.02
O -0.07 0.02 0.03
H -0.05 0.03 -0.02
H 0.07 0.03 -0.02
H 0.10 0.03 0.02
H 0.03 0.01 -0.01

Here is what Mulliken gives for the atomic charges, in e:
1. V 0.445
2. C -0.663
3. S -0.108
4. C 0.241
5. S -0.442
6. N -1.229
7. N 2.044
8. C -1.394
9. C 0.641
10. C -0.990
11. C -0.461
12. C -0.832
13. C -1.136
14. N 1.554
15. H 0.399
16. H 0.190
17. H 0.125
18. H 0.449
19. H 0.520
20. H 0.432
21. H 0.453
22. H 0.548
23. Br -0.158
24. C 0.094
25. C -0.570
26. C -0.336
27. C -0.866
28. C 0.814
29. N 0.125
30. C 0.019
31. O -0.677
32. O -0.451
33. H 0.412
34. H 0.394
35. H 0.435
36. I 0.035
37. C -0.078
38. C -0.605
39. C -0.233
40. C -0.959
41. C -0.002
42. N 0.208
43. H 0.410
44. H 0.355
45. H 0.413
46. H 0.343
47. F -0.355
48. C 0.120
49. C 0.111
50. N 0.045
51. C -0.798
52. C 0.370
53. O -0.724
54. O -0.490
55. C 0.447
56. O -0.677
57. N 0.018
58. C 0.262
59. O -0.689
60. H 0.427
61. H 0.402
62. H 0.374
63. H 0.249

4.
The following is a DFT calculation (the ωB97M-V functional and the def2-TZVPD basis) of C4H4O2 in the gas phase at a distorted geometry.

For the HOMO energy (alpha / beta), the calculation gives -8.3428 / -9.0775 eV. The calculation puts the energy above the lowest of the compared OMol25 structures with the same formula, charge and spin at 91.0 kcal per mole. For the LUMO energy (alpha / beta), the calculation gives -0.060 / -0.060 Eh. The total charge is 0. As for the multiplicity: 1. Its total energy is -305.13447 a.u.

Element x y z (Å)
O 1.415 -0.465 -0.815
C 0.376 -0.088 -0.104
C 0.725 0.441 1.253
O 1.881 0.469 1.613
C -0.943 -0.135 -0.467
C -1.441 -0.235 -1.789
H 2.201 -0.344 -0.240
H -1.590 -0.017 0.411
H -0.105 0.864 1.842
H -2.519 -0.489 -1.702

Force components x, y, z for each atom (eV/Å):
O 0.00 0.03 -0.04
C 0.19 0.03 0.54
C 0.23 -0.05 -0.09
O -0.33 -0.03 -0.09
C 0.03 -0.01 -0.69
C -0.32 -0.10 1.13
H -0.11 0.06 -0.16
H -0.12 0.26 -0.25
H 0.12 -0.13 0.04
H 0.30 -0.06 -0.40

Here is what Mulliken gives for the atomic charges, in e:
1. O -0.486
2. C 0.692
3. C 0.129
4. O -0.507
5. C -0.299
6. C -0.650
7. H 0.390
8. H 0.230
9. H 0.310
10. H 0.192

5.
The following is a DFT calculation (the ωB97M-V functional and the def2-TZVPD basis) of 3 unconnected molecules or ions with the total composition C2H11NO2S2 at a distorted geometry.

For the HOMO energy, the calculation gives -9.1055 eV. The calculation puts the energy above the lowest of the compared OMol25 structures with the same formula, charge and spin at 17.5 kcal per mole. The SMILES is NCCSS.O.O. For the LUMO energy, the calculation gives 0.003 Eh. The total charge is 0. As for the multiplicity: 1. Its total energy is -1084.37681 a.u.

Element x y z (Å)
N -0.638 -1.585 -3.119
C -1.113 -1.024 -1.869
C -0.947 0.535 -1.779
S 0.040 1.282 -0.452
S -0.541 0.184 1.208
H 0.288 -1.283 -3.387
H -1.277 -1.345 -3.873
H -2.190 -1.165 -1.842
H -0.661 -1.471 -0.989
H -0.431 0.995 -2.639
H -1.932 1.004 -1.841
H -1.543 0.866 1.785
H 5.120 2.624 1.731
H 5.733 1.292 2.001
O 5.908 2.246 2.104
H -2.857 -2.122 2.680
H -1.709 -2.907 2.429
O -2.673 -3.016 2.327

Force components x, y, z for each atom (eV/Å):
N -0.31 -0.38 -0.18
C 0.24 1.60 -0.44
C -0.18 0.47 -0.48
S -0.54 -0.59 0.62
S 0.46 -0.16 0.00
H 0.06 0.06 0.17
H 0.25 -0.07 0.14
H 0.02 -0.46 0.26
H 0.06 -0.30 -0.11
H 0.03 -0.64 -0.06
H -0.01 0.05 0.44
H -0.08 0.39 -0.32
H -0.48 0.52 -0.22
H 0.34 0.54 0.18
O 0.13 -1.06 0.04
H -0.86 -0.57 -0.30
H -0.14 -0.91 -0.42
O 1.00 1.49 0.69

Here is what Mulliken gives for the atomic charges, in e:
1. N -0.632
2. C -0.378
3. C -0.604
4. S -0.074
5. S -0.252
6. H 0.222
7. H 0.255
8. H 0.304
9. H 0.341
10. H 0.318
11. H 0.345
12. H 0.155
13. H 0.315
14. H 0.321
15. O -0.636
16. H 0.303
17. H 0.310
18. O -0.613

6.
The following is a DFT calculation (the ωB97M-V functional and the def2-TZVPD basis) of C7H14N2 in the gas phase at a distorted geometry.

For the HOMO energy, the calculation gives -8.6611 eV. The calculation puts the energy above the lowest of the compared OMol25 structures with the same formula, charge and spin at 113.2 kcal per mole. The SMILES is C/N=N/[C@H]1[C@@H](C)C1(C)C. For the LUMO energy, the calculation gives 0.032 Eh. The total charge is 0. As for the multiplicity: 1. Its total energy is -384.45144 a.u.

Element x y z (Å)
C -0.070 0.849 0.509
C -1.249 -0.094 0.221
C -0.142 -0.837 0.994
C -1.483 -0.495 -1.184
C -0.354 -0.939 2.475
C 0.753 -1.850 0.230
C 1.664 2.855 -1.774
N 0.623 1.419 -0.584
N 1.023 2.629 -0.501
H -0.241 1.446 1.517
H -2.239 0.308 0.592
H -2.381 -1.279 -1.300
H -0.691 -0.978 -1.689
H -1.635 0.277 -1.772
H 0.722 -0.997 2.951
H -0.991 -1.909 2.605
H -0.811 -0.054 2.694
H 0.002 -2.740 0.172
H 1.612 -1.878 0.833
H 0.976 -1.314 -0.662
H 2.540 3.440 -1.713
H 1.869 1.945 -2.473
H 1.191 3.563 -2.369

Force components x, y, z for each atom (eV/Å):
C -0.90 -0.55 2.99
C 0.24 0.36 0.44
C -0.59 3.09 -1.94
C -1.70 -5.07 1.26
C 2.88 -3.80 -1.02
C -4.11 0.89 1.18
C 1.27 -1.22 -1.59
N 0.15 0.62 1.34
N -0.70 -3.33 -0.87
H 0.58 -0.72 -2.40
H 1.26 -0.90 0.55
H 1.71 1.85 0.44
H 1.19 -0.73 -0.12
H -1.41 3.99 -2.74
H -2.32 -0.13 -0.37
H 1.10 1.84 0.46
H -1.56 1.93 1.56
H 2.25 0.93 -0.32
H 1.25 -1.11 0.64
H 0.29 -0.53 -1.10
H 1.75 0.14 0.96
H -0.49 1.31 1.69
H -2.13 1.13 -1.03

Here is what Mulliken gives for the atomic charges, in e:
1. C -0.417
2. C 0.413
3. C 0.729
4. C -1.757
5. C -1.196
6. C -1.322
7. C -0.755
8. N 0.353
9. N -0.547
10. H 0.195
11. H 0.277
12. H 0.263
13. H 0.394
14. H 0.529
15. H 0.275
16. H 0.267
17. H 0.377
18. H 0.269
19. H 0.489
20. H 0.260
21. H 0.326
22. H 0.250
23. H 0.329